Record 1
# C8H20NOP

An isolated molecule of C8H20NOP in a non-equilibrium geometry (ωB97M-V with the def2-TZVPD basis set, OMol25).

Cartesian coordinates (Å):
1 C -1.632 -1.083 0.808
2 C -1.577 0.136 -0.103
3 C -2.604 1.181 0.334
4 C -1.848 -0.247 -1.552
5 P 0.063 1.064 -0.052
6 N 0.230 1.861 1.413
7 O 0.069 2.162 -1.232
8 C 1.600 0.000 -0.106
9 C 1.521 -0.933 -1.307
10 C 2.720 1.015 -0.313
11 C 1.837 -0.778 1.184
12 H -0.973 -1.870 0.447
13 H -1.355 -0.833 1.831
14 H -2.647 -1.479 0.818
15 H -2.460 1.476 1.374
16 H -3.615 0.788 0.231
17 H -2.507 2.062 -0.297
18 H -1.608 0.596 -2.195
19 H -1.250 -1.099 -1.860
20 H -2.898 -0.500 -1.687
21 H -0.050 1.382 2.258
22 H -0.163 2.788 1.347
23 H 1.172 -0.378 -2.176
24 H 2.505 -1.342 -1.530
25 H 0.847 -1.765 -1.121
26 H 2.777 1.695 0.533
27 H 2.521 1.601 -1.207
28 H 3.677 0.508 -0.425
29 H 1.935 -0.101 2.030
30 H 1.035 -1.481 1.384
31 H 2.765 -1.342 1.093

The energy relative to the best compared isomer or geometry (same formula, charge and spin) is 0.0 kJ/mol. The SMILES is CC(C)(C)P(N)(=O)C(C)(C)C. The HOMO energy comes out at -0.339 hartree. For the HOMO-LUMO gap, the calculation gives 0.363 Eh.


Record 2
# C8H20O3P2

A structure of composition C8H20O3P2 in a non-equilibrium geometry (ωB97M-V with the def2-TZVPD basis set, OMol25).

Cartesian coordinates (Å):
1 C -1.960 -2.674 3.660
2 C 2.149 -2.239 -0.718
3 C 0.169 2.477 -3.466
4 C 0.532 2.778 0.612
5 C -1.168 -1.614 3.538
6 C 0.935 -2.108 0.161
7 C 0.401 1.005 -3.124
8 C -1.641 0.840 0.106
9 O -1.299 -1.130 -1.749
10 O 0.414 -0.793 0.150
11 O 0.402 0.944 -1.668
12 P -0.404 1.426 1.312
13 P -0.564 -0.148 -0.940
14 H -1.739 -3.494 3.001
15 H 0.445 0.733 2.349
16 H -2.629 -2.681 4.505
17 H 2.628 -3.192 -0.646
18 H 1.787 -2.182 -1.767
19 H 2.810 -1.541 -0.230
20 H -0.732 2.698 -3.041
21 H 0.877 3.068 -2.929
22 H -0.134 2.684 -4.510
23 H 1.018 2.522 -0.353
24 H 1.196 3.111 1.554
25 H -0.282 3.525 0.327
26 H -0.745 -1.402 2.586
27 H -1.356 -0.779 4.221
28 H 1.313 -2.288 1.281
29 H 0.089 -2.912 -0.124
30 H 1.448 0.787 -3.529
31 H -0.390 0.401 -3.438
32 H -2.282 0.129 0.628
33 H -1.287 2.050 2.242

The energy relative to the best compared isomer or geometry (same formula, charge and spin) is 32.1 kJ/mol. The HOMO energy comes out at -0.303 hartree. For the HOMO-LUMO gap, the calculation gives 0.330 Eh.


Record 3
# C8H21I2O2P2Pd

A structure of composition C8H21I2O2P2Pd in a non-equilibrium geometry (ωB97M-V with the def2-TZVPD basis set, OMol25).

Cartesian coordinates (Å):
1 I -0.800 -2.113 -5.432
2 I -0.432 2.681 -1.615
3 Pd 0.051 0.319 -0.376
4 P -2.277 0.093 0.004
5 C -3.193 -0.030 -1.556
6 C -2.840 -1.303 0.994
7 H -3.927 -1.237 1.119
8 H -4.102 1.435 0.921
9 H -2.335 -1.292 1.970
10 H -2.565 1.708 1.804
11 H -2.876 -0.962 -2.046
12 H -2.654 -2.213 0.408
13 C -3.015 1.557 0.814
14 H -4.271 -0.021 -1.339
15 H -2.873 2.455 0.196
16 H -2.932 0.836 -2.178
17 P 2.329 0.101 0.074
18 C 3.269 -0.004 -1.462
19 C 2.993 1.571 0.888
20 H 2.295 -1.333 2.014
21 H 3.902 -1.282 1.175
22 H 2.617 -2.216 0.429
23 C 2.815 -1.328 1.044
24 H 2.519 1.738 1.864
25 H 4.077 1.470 1.009
26 H 4.337 0.042 -1.208
27 H 2.985 0.856 -2.084
28 H 2.872 2.459 0.253
29 H 2.999 -0.945 -1.961
30 C 0.298 -1.080 -1.700
31 O 0.640 -1.935 -2.386
32 C 0.035 -0.028 2.750
33 O -0.070 0.979 1.750
34 H -0.819 0.019 3.447
35 H 0.962 0.053 3.351
36 H -0.014 -1.055 2.348

As for the total charge: +3. The energy relative to the best compared isomer or geometry (same formula, charge and spin) is 0.0 kJ/mol. The HOMO energy (spin up / spin down) comes out at -0.682 / -0.683 hartree. For the HOMO-LUMO gap (spin up / spin down), the calculation gives 0.282 / 0.132 Eh. As for the multiplicity: 5.


Record 4
# C8H21N2O3Si

The ion C8H21N2O3Si with charge +1 in a non-equilibrium geometry (ωB97M-V with the def2-TZVPD basis set, OMol25).

Cartesian coordinates (Å):
1 C -2.455 2.648 -0.261
2 O -1.837 1.520 0.243
3 Si -1.345 0.107 -0.321
4 O -1.425 -0.989 0.883
5 C -2.697 -1.517 1.443
6 O -2.117 -0.234 -1.720
7 C -2.006 -1.375 -2.511
8 C 0.803 0.071 -0.457
9 N 1.509 1.276 -0.350
10 C 2.752 1.331 -1.069
11 C 1.668 1.525 1.042
12 C 2.030 0.078 1.633
13 N 1.211 -0.737 0.832
14 C 1.818 -2.082 0.565
15 H -2.749 3.187 0.555
16 H -3.251 2.332 -0.951
17 H -1.578 3.205 -0.764
18 H -3.144 -2.234 0.694
19 H -3.326 -0.605 1.592
20 H -2.483 -1.965 2.382
21 H -2.724 -1.180 -3.358
22 H -2.403 -2.241 -2.033
23 H -0.875 -1.538 -2.817
24 H 1.151 -0.733 -1.227
25 H 2.464 1.422 -2.149
26 H 3.388 2.246 -0.881
27 H 3.411 0.523 -0.713
28 H 0.602 1.909 1.423
29 H 2.433 2.289 1.148
30 H 3.067 -0.027 1.471
31 H 1.924 -0.016 2.727
32 H 0.334 -0.849 1.287
33 H 2.147 -2.153 -0.433
34 H 2.579 -2.256 1.326
35 H 1.124 -2.939 0.770

As for the total charge: +1. The energy relative to the best compared isomer or geometry (same formula, charge and spin) is 0.0 kJ/mol. The SMILES is CO[Si](OC)(OC)[C@H]1N(C)CC[N@@H+]1C. The HOMO energy comes out at -0.456 hartree. For the HOMO-LUMO gap, the calculation gives 0.369 Eh.


Record 5
# C8H21NOSi

A cluster of 2 separate species, C8H21NOSi in total in a non-equilibrium geometry (ωB97M-V with the def2-TZVPD basis set, OMol25).

Cartesian coordinates (Å):
1 C -3.346 0.312 -2.815
2 C 2.556 -0.243 -0.266
3 C 2.080 -0.305 2.185
4 C 2.753 -2.507 0.894
5 C -0.691 2.768 1.380
6 C -3.115 -0.209 -1.451
7 C 0.502 -1.432 0.480
8 C 1.997 -1.095 0.816
9 N -2.388 0.678 -0.578
10 O -0.812 2.850 -0.087
11 Si -0.917 1.472 -1.102
12 H -2.477 0.030 -3.434
13 H -4.284 0.055 -3.295
14 H -3.341 1.414 -2.836
15 H 3.568 0.292 -0.047
16 H 1.882 0.636 -0.251
17 H 2.619 -0.680 -1.210
18 H 3.158 -0.313 2.472
19 H 1.726 0.690 2.219
20 H 1.653 -1.004 2.857
21 H 2.628 -2.908 -0.094
22 H 3.745 -2.332 1.247
23 H 2.319 -3.190 1.548
24 H -1.535 2.099 1.769
25 H -0.735 3.803 1.588
26 H 0.222 2.220 1.610
27 H -4.116 -0.344 -1.058
28 H -2.710 -1.209 -1.587
29 H 0.383 -2.304 -0.143
30 H -0.340 -1.379 1.230
31 H -2.217 0.111 0.335
32 H -0.768 2.025 -2.377

The energy relative to the best compared isomer or geometry (same formula, charge and spin) is 526.8 kJ/mol. The HOMO energy (spin up / spin down) comes out at -0.303 / -0.248 hartree. For the HOMO-LUMO gap (spin up / spin down), the calculation gives 0.306 / 0.259 Eh.


Record 6
# C8H22BN4O8S

A cluster of 2 separate species, C8H22BN4O8S in total in a non-equilibrium geometry (ωB97M-V with the def2-TZVPD basis set, OMol25).

Cartesian coordinates (Å):
1 C -0.147 -3.455 0.087
2 O -1.039 -3.740 -0.986
3 C -0.867 -2.953 -2.102
4 N -1.347 -1.570 -1.859
5 C -2.841 -1.405 -1.754
6 N -3.360 -1.521 -0.424
7 C -0.559 -0.552 -1.685
8 N -1.096 0.689 -1.325
9 C -0.195 1.216 -0.279
10 C -0.829 2.376 0.488
11 S -0.008 3.956 0.444
12 O 1.334 3.749 0.898
13 O -0.861 4.869 1.139
14 O 1.034 1.569 -0.856
15 C 1.596 0.618 -1.723
16 O 2.881 0.341 -1.357
17 B 3.095 -0.479 -0.227
18 O 3.833 -1.620 -0.334
19 O 2.573 -0.088 0.960
20 N 0.807 -0.661 -1.715
21 H -0.211 -4.285 0.784
22 H -0.435 -2.536 0.609
23 H 0.879 -3.336 -0.275
24 H 0.177 -2.940 -2.428
25 H -1.480 -3.371 -2.897
26 H -3.246 -2.217 -2.353
27 H -3.102 -0.442 -2.182
28 H -2.721 -1.179 0.283
29 H -3.557 -2.488 -0.194
30 H -1.083 1.308 -2.137
31 H -0.044 0.392 0.426
32 H -0.790 2.166 1.562
33 H -1.874 2.482 0.196
34 H 0.035 4.342 -0.854
35 H 1.631 1.024 -2.737
36 H 3.863 -1.959 -1.238
37 H 2.797 -0.687 1.685
38 H 1.101 -1.196 -2.527
39 C 0.529 2.206 4.814
40 O 0.838 1.934 3.448
41 H -0.083 1.383 5.176
42 H 1.434 2.264 5.422
43 H -0.032 3.137 4.919
44 H 1.375 2.658 3.108

As for the total charge: +1. The energy relative to the best compared isomer or geometry (same formula, charge and spin) is 0.0 kJ/mol. The HOMO energy comes out at -0.460 hartree. For the HOMO-LUMO gap, the calculation gives 0.323 Eh.


Record 7
# C8H22Br2N6O12

A cluster of 7 separate species, C8H22Br2N6O12 in total in a non-equilibrium geometry (ωB97M-V with the def2-TZVPD basis set, OMol25).

Cartesian coordinates (Å):
1 C -4.003 2.384 0.577
2 N -5.273 1.681 0.515
3 O -5.223 0.615 -0.110
4 O -6.228 2.046 1.187
5 H -3.174 1.714 0.806
6 H -4.121 3.156 1.338
7 H -3.753 2.977 -0.302
8 C -0.757 2.076 -3.603
9 N -0.133 0.732 -3.775
10 O -0.704 0.074 -4.546
11 O 0.991 0.543 -3.447
12 H -0.034 2.886 -3.696
13 H -1.309 2.092 -2.663
14 H -1.501 2.109 -4.399
15 C 2.798 1.990 3.854
16 N 1.508 1.339 3.481
17 O 0.550 2.030 3.160
18 O 1.467 0.089 3.506
19 H 2.569 2.503 4.788
20 H 3.138 2.609 3.023
21 H 3.631 1.315 4.050
22 C 4.901 -0.060 -1.263
23 N 5.325 -0.104 0.156
24 O 6.463 0.272 0.427
25 O 4.488 -0.602 0.925
26 H 3.997 0.535 -1.394
27 H 4.591 -1.075 -1.512
28 H 5.707 0.321 -1.890
29 C -1.875 -1.531 3.273
30 N -2.038 -2.913 3.763
31 O -1.090 -3.335 4.441
32 O -3.026 -3.506 3.309
33 H -1.330 -0.880 3.956
34 H -2.912 -1.243 3.100
35 H -1.306 -1.762 2.373
36 C -1.045 -2.657 -3.772
37 N -1.403 -4.007 -3.217
38 O -1.233 -4.956 -3.934
39 O -1.708 -4.111 -1.986
40 H -1.783 -2.381 -4.525
41 H -0.030 -2.662 -4.170
42 H -0.947 -2.048 -2.873
43 Br -0.570 -1.680 -0.155
44 C -0.039 0.161 0.266
45 C 1.526 0.250 0.016
46 Br 2.155 2.085 0.327
47 H -0.377 0.510 1.242
48 H -0.694 0.803 -0.322
49 H 1.758 0.009 -1.021
50 H 2.057 -0.394 0.716

As for the total charge: +1. The HOMO energy (spin up / spin down) comes out at -0.496 / -0.495 hartree. For the HOMO-LUMO gap (spin up / spin down), the calculation gives 0.337 / 0.126 Eh. As for the multiplicity: 2.


Record 8
# C8H22Br2O8P2

A cluster of 3 separate species, C8H22Br2O8P2 in total in a non-equilibrium geometry (ωB97M-V with the def2-TZVPD basis set, OMol25).

Cartesian coordinates (Å):
1 C 1.153 5.120 16.323
2 O 0.957 4.611 17.597
3 P 0.817 5.453 18.898
4 O 0.738 4.728 20.141
5 O 1.991 6.521 18.743
6 C 2.323 7.254 19.862
7 O -0.529 6.274 18.560
8 C -1.357 6.805 19.561
9 H 0.683 4.397 15.665
10 H 2.195 5.253 16.013
11 H 0.607 6.056 16.180
12 H 2.595 8.267 19.543
13 H 3.230 6.862 20.300
14 H 1.499 7.415 20.563
15 H -1.602 7.824 19.280
16 H -0.891 6.755 20.550
17 H -2.261 6.204 19.588
18 C -1.281 -1.373 15.763
19 O -0.924 -0.596 14.681
20 P -1.960 0.247 13.862
21 O -3.231 0.564 14.543
22 O -2.171 -0.663 12.629
23 C -3.131 -0.379 11.644
24 O -1.118 1.477 13.418
25 C -1.737 2.690 13.048
26 H -2.196 -1.002 16.231
27 H -0.497 -1.282 16.508
28 H -1.405 -2.428 15.508
29 H -4.121 -0.321 12.119
30 H -3.243 -1.122 10.869
31 H -2.869 0.590 11.206
32 H -1.516 2.981 12.036
33 H -1.341 3.478 13.685
34 H -2.815 2.688 13.185
35 Br 0.274 1.693 16.719
36 C -1.437 2.064 17.489
37 C -2.094 3.294 16.840
38 Br -3.878 3.671 17.578
39 H -1.307 2.192 18.555
40 H -2.024 1.164 17.339
41 H -2.281 3.149 15.783
42 H -1.561 4.224 16.997

The energy relative to the best compared isomer or geometry (same formula, charge and spin) is 42.6 kJ/mol. The SMILES is COP(=O)(OC)OC.COP(=O)(OC)OC.BrCCBr. The HOMO energy comes out at -0.365 hartree. For the HOMO-LUMO gap, the calculation gives 0.388 Eh.


no.,calculated total energy (a.u.)
1,-788.2219
2,-1225.1352
3,-1872.6660
4,-941.9367
5,-736.7547
6,-1561.8496
7,-6696.4467
8,-6750.8437